66
Properties=species:S:1:pos:R:3:forces:R:3:lowdin_charge:R:1 method="wB97M-V/def2-TZVPD" relative_energy_kj_mol=63.0 gap_ev="7.92 / 7.93" homo_energy_ev="-10.30 / -10.31" lumo_energy_ha="-0.0874 / -0.0874" e_tot_ev=-85833.064 multiplicity=4 charge=+1
Nd -0.182 0.662 0.493 0.6 -0.3 -1.6 1.718
O -2.051 1.369 -0.274 -1.1 -0.1 -0.3 -0.310
C -3.151 0.849 -0.778 -0.1 0.1 0.0 -0.365
C -3.954 1.617 -1.639 0.0 0.0 0.0 -0.027
C -5.093 1.094 -2.212 0.0 0.0 0.0 -0.064
C -5.500 -0.215 -1.938 0.0 0.0 0.0 -0.083
C -4.748 -0.968 -1.068 0.0 0.0 0.0 -0.038
C -3.571 -0.471 -0.485 0.0 -0.1 0.1 -0.165
C -2.896 -1.324 0.477 -0.1 0.1 0.0 -0.114
N -1.727 -1.134 0.954 -0.4 -0.5 0.3 -0.155
C -1.273 -1.956 2.067 -0.1 0.0 0.0 -0.192
C -1.378 -1.139 3.375 0.0 0.0 0.0 -0.169
N -1.610 0.291 3.151 -0.1 -0.1 0.2 0.040
C -0.804 1.157 3.612 -0.1 -0.2 0.1 -0.146
C 0.564 0.924 4.141 -0.1 0.0 0.1 -0.188
C 0.950 1.423 5.384 -0.1 -0.1 0.0 -0.072
C 2.247 1.258 5.850 0.0 0.0 0.0 -0.108
C 3.159 0.555 5.059 0.0 0.0 0.0 -0.077
C 2.794 0.057 3.821 0.1 0.1 -0.1 -0.006
C 1.498 0.257 3.310 0.0 0.0 -0.1 -0.380
O 1.183 -0.099 2.086 0.3 -0.2 1.0 -0.280
H -3.648 2.638 -1.830 0.0 0.0 0.0 0.124
H -5.687 1.713 -2.873 0.0 0.0 0.0 0.110
H -6.399 -0.617 -2.384 0.0 0.0 0.0 0.104
H -5.060 -1.975 -0.814 0.0 0.0 0.0 0.116
H -3.469 -2.193 0.817 0.0 0.0 0.0 0.140
H -0.232 -2.230 1.897 0.0 0.0 0.0 0.102
H -1.862 -2.873 2.155 0.0 0.0 0.0 0.119
H -0.515 -1.342 4.013 0.0 0.0 0.0 0.117
H -2.274 -1.461 3.909 0.0 0.0 0.0 0.125
H -1.160 2.189 3.579 0.1 0.0 -0.1 0.123
H 0.215 1.936 5.996 0.0 0.0 0.0 0.125
H 2.534 1.632 6.823 0.0 0.0 0.0 0.105
H 4.167 0.393 5.419 0.0 0.0 0.0 0.110
H 3.505 -0.474 3.201 0.0 0.0 0.0 0.124
C 2.834 0.768 -2.319 0.0 0.0 0.0 -0.516
C 1.736 1.271 -3.252 0.0 0.0 0.0 -0.479
S 0.151 1.644 -2.444 0.1 0.1 -0.1 0.859
C -0.992 0.760 -3.524 0.0 0.0 0.0 -0.497
C -0.849 -0.758 -3.580 0.0 0.0 0.0 -0.467
S -0.766 -1.549 -1.948 -0.1 0.0 0.0 0.883
C 0.695 -2.604 -2.110 0.0 0.0 0.0 -0.512
C 2.006 -1.893 -2.408 0.0 0.0 0.0 -0.504
S 2.393 -0.590 -1.209 0.0 0.0 0.1 0.859
H 3.160 1.560 -1.651 0.0 0.0 0.0 0.057
H 3.696 0.459 -2.913 0.0 0.0 0.0 0.090
H 1.532 0.548 -4.041 0.0 0.0 0.0 0.065
H 2.088 2.180 -3.741 0.0 0.0 0.0 0.085
H -0.900 1.173 -4.530 0.0 0.0 0.0 0.092
H -1.980 1.034 -3.156 0.0 0.0 0.0 0.052
H 0.031 -1.056 -4.149 0.0 0.0 0.0 0.068
H -1.719 -1.164 -4.098 0.0 0.0 0.0 0.086
H 0.499 -3.360 -2.871 0.0 0.0 0.0 0.088
H 0.754 -3.123 -1.151 0.0 0.0 0.0 0.078
H 1.987 -1.446 -3.401 0.0 0.0 0.0 0.064
H 2.816 -2.623 -2.402 0.0 0.0 0.0 0.085
N 1.949 3.600 3.393 0.0 0.0 -0.1 0.207
C 2.582 3.248 2.087 0.1 0.0 0.0 -0.016
C 1.489 2.681 1.185 0.1 0.5 0.2 -0.679
O 1.825 2.060 0.171 0.5 0.4 -0.1 -0.128
O 0.293 2.853 1.563 0.3 0.1 0.2 -0.100
H 2.282 4.479 3.783 0.0 0.0 0.0 0.174
H 2.074 2.844 4.084 0.0 0.1 0.0 0.108
H 0.933 3.640 3.182 0.1 0.1 0.0 0.147
H 3.357 2.504 2.246 0.0 0.0 0.0 0.140
H 3.013 4.134 1.625 0.0 0.0 0.0 0.146